Record 1
{
  "formula": "C5H14N2O",
  "method": "ωB97M-V/def2-TZVPD",
  "spin_multiplicity": 1,
  "smiles": "CN(N)OC(C)(C)C",
  "homo_ev": -8.96,
  "e_above_lowest_kj_mol": 310.9,
  "elements": ["C", "C", "C", "C", "C", "N", "N", "O", "H", "H", "H", "H", "H", "H", "H", "H", "H", "H", "H", "H", "H", "H"],
  "positions_angstrom": [[-0.6801, 0.5510, -0.2502], [2.1354, -1.4021, -0.3247], [0.3577, 1.6098, -0.6415], [-1.2380, 0.8650, 1.1413], [-1.8112, 0.5055, -1.2781], [1.0819, -0.8865, 0.5276], [0.8717, -1.7626, 1.5779], [-0.1191, -0.7596, -0.2971], [0.5349, -2.6820, 1.2690], [0.1958, -1.3705, 2.2324], [3.0511, -1.4212, 0.2606], [1.9177, -2.4107, -0.6849], [2.2534, -0.7298, -1.1641], [1.2103, 1.5696, 0.0429], [0.7138, 1.4239, -1.6624], [-0.0940, 2.5957, -0.6062], [-1.6977, 1.8483, 1.1416], [-0.4344, 0.8622, 1.8698], [-1.9854, 0.1271, 1.4246], [-1.4188, 0.2688, -2.2632], [-2.3160, 1.4636, -1.3128], [-2.5291, -0.2656, -1.0026]]
}



Record 2
{
  "formula": "C22H35NO4P2Ru",
  "method": "ωB97M-V/def2-TZVPD",
  "charge": 2,
  "spin_multiplicity": 5,
  "s_squared": 6.017,
  "homo_ev": [-13.51, -13.50],
  "elements": ["P", "P", "C", "C", "H", "H", "H", "H", "C", "H", "H", "H", "C", "H", "H", "H", "C", "H", "H", "H", "C", "H", "H", "H", "Ru", "C", "C", "C", "C", "C", "C", "C", "C", "C", "H", "H", "H", "H", "H", "H", "H", "H", "H", "H", "H", "H", "H", "H", "H", "O", "C", "O", "C", "C", "C", "C", "C", "C", "N", "O", "O", "H", "H", "H", "H"],
  "positions_angstrom": [[-0.6675, 0.9456, -1.1478], [0.7863, -0.5629, 1.1078], [-1.4135, -0.6625, -0.5666], [-0.9996, -0.9693, 0.8666], [-1.0527, -1.4351, -1.2591], [-2.5016, -0.6079, -0.6709], [-1.5421, -0.3510, 1.5974], [-1.1378, -2.0236, 1.1328], [1.7191, -2.0396, 0.6187], [2.7688, -1.8608, 0.8910], [1.6377, -2.1723, -0.4681], [1.3163, -2.9079, 1.1555], [1.0888, -0.3558, 2.8700], [0.7053, -1.2324, 3.4112], [0.5889, 0.5631, 3.2035], [2.1752, -0.2555, 3.0033], [-0.8797, 0.8747, -2.9481], [-0.6786, 1.8673, -3.3698], [-1.9029, 0.5658, -3.2026], [-0.1680, 0.1497, -3.3634], [-1.9440, 2.1413, -0.6124], [-1.8941, 2.2662, 0.4767], [-2.9446, 1.7880, -0.9020], [-1.7454, 3.1073, -1.0939], [1.2938, 1.0254, -0.2936], [-3.6532, -3.7552, 2.0031], [-2.8113, -4.4323, 1.2123], [-3.1580, -5.1748, -0.0484], [-4.4578, -4.7373, -0.7757], [-4.5109, -3.2884, -1.1797], [-4.9121, -2.2361, -0.4515], [-5.4766, -2.2668, 0.9413], [-5.1254, -3.5077, 1.8054], [1.5156, 2.7373, -1.4796], [-3.2504, -3.3333, 2.9351], [-1.7717, -4.5592, 1.5497], [-3.2469, -6.2510, 0.1838], [-2.3188, -5.0912, -0.7561], [-4.4995, -5.3268, -1.7063], [-5.3223, -5.0435, -0.1765], [-4.1937, -3.1005, -2.2145], [-4.9377, -1.2507, -0.9383], [-6.5774, -2.1978, 0.8814], [-5.1512, -1.3633, 1.4802], [-5.5515, -3.3144, 2.8036], [-5.6534, -4.3809, 1.4067], [1.9166, 3.4937, -0.7878], [0.6703, 3.1088, -2.0749], [2.3185, 2.3558, -2.1380], [5.2724, 0.5289, 0.7575], [4.4523, 1.4149, 0.5351], [3.1577, 1.3108, 0.6502], [4.9819, 2.7953, 0.1623], [4.2638, 3.9634, 0.4737], [4.7386, 5.2286, 0.1178], [5.9811, 5.3539, -0.5303], [6.7308, 4.1963, -0.8143], [6.2320, 2.9408, -0.4698], [6.4625, 6.6281, -0.9209], [5.7573, 7.6313, -0.6743], [7.5660, 6.7184, -1.4995], [3.2907, 3.8829, 0.9805], [4.1634, 6.1203, 0.3639], [7.6825, 4.2962, -1.3325], [6.8178, 2.0476, -0.7112]]
}



Record 3
{
  "formula": "C7H14",
  "method": "ωB97M-V/def2-TZVPD",
  "spin_multiplicity": 1,
  "smiles": "C1CCCCCC1",
  "homo_ev": -10.64,
  "e_above_lowest_kj_mol": 5.1,
  "elements": ["C", "C", "C", "C", "C", "C", "C", "H", "H", "H", "H", "H", "H", "H", "H", "H", "H", "H", "H", "H", "H"],
  "positions_angstrom": [[0.4695, 1.5764, 0.1210], [-0.9915, 1.3931, -0.3077], [-1.6761, 0.1316, 0.2223], [-1.0278, -1.2079, -0.1789], [0.2879, -1.5053, 0.5624], [1.5668, -0.8344, 0.0453], [1.4639, 0.5962, -0.5215], [0.5372, 1.5298, 1.2169], [0.7700, 2.5949, -0.1604], [-1.0524, 1.4063, -1.4070], [-1.5676, 2.2671, 0.0294], [-1.7256, 0.1935, 1.3204], [-2.7186, 0.1422, -0.1246], [-1.7491, -2.0029, 0.0503], [-0.8919, -1.2246, -1.2707], [0.1259, -1.2369, 1.6147], [0.5446, -2.5731, 0.5981], [2.2808, -0.9292, 0.8749], [2.0026, -1.4521, -0.7513], [2.4649, 1.0456, -0.5022], [1.2045, 0.5227, -1.5876]]
}



Record 4
{
  "formula": "C22H29Cl36OS",
  "method": "ωB97M-V/def2-TZVPD",
  "charge": 1,
  "spin_multiplicity": 1,
  "homo_ev": -11.90,
  "elements": ["C", "O", "C", "C", "C", "C", "C", "C", "C", "C", "C", "C", "C", "C", "S", "H", "H", "H", "H", "H", "H", "H", "H", "H", "H", "H", "H", "H", "H", "H", "H", "H", "H", "H", "H", "H", "H", "H", "H", "H", "H", "H", "H", "H", "C", "Cl", "Cl", "Cl", "Cl", "C", "Cl", "Cl", "Cl", "Cl", "C", "Cl", "Cl", "Cl", "Cl", "C", "Cl", "Cl", "Cl", "Cl", "C", "Cl", "Cl", "Cl", "Cl", "C", "Cl", "Cl", "Cl", "Cl", "C", "Cl", "Cl", "Cl", "Cl", "C", "Cl", "Cl", "Cl", "Cl", "C", "Cl", "Cl", "Cl", "Cl"],
  "positions_angstrom": [[-1.9951, 2.1215, -0.4935], [-3.3516, 2.3464, -0.1646], [-4.2934, 1.5655, -0.8682], [-5.1155, 0.7218, 0.1120], [-4.1938, -0.3647, 0.6656], [-4.8164, -1.3165, 1.7017], [-4.1996, -2.7250, 1.5601], [-2.8483, -2.9189, 2.2652], [-1.6114, -2.3474, 1.5450], [-0.8818, -3.2772, 0.5309], [-1.6732, -4.4757, -0.0169], [-1.2050, -4.7823, -1.4655], [-2.1447, -4.1487, -2.5243], [-1.4144, -3.3125, -3.6009], [-1.0990, -1.6408, -2.9656], [-1.8118, 1.1046, -0.8602], [-1.6230, 2.8855, -1.1847], [-1.4159, 2.2363, 0.4295], [-4.9292, 2.1917, -1.5031], [-3.7968, 0.8412, -1.5383], [-5.4177, 1.3858, 0.9264], [-5.9638, 0.2640, -0.4027], [-3.8336, -0.9605, -0.1872], [-3.3188, 0.1192, 1.1103], [-4.7541, -0.9353, 2.7223], [-5.8800, -1.4247, 1.4559], [-4.8980, -3.4362, 2.0164], [-4.1601, -2.9308, 0.4869], [-2.6795, -3.9719, 2.5126], [-2.9068, -2.4100, 3.2341], [-0.8863, -2.1037, 2.3285], [-1.8230, -1.4068, 1.0371], [-0.5694, -2.6430, -0.3086], [0.0436, -3.6380, 0.9859], [-2.7423, -4.2812, -0.0661], [-1.4934, -5.3589, 0.5960], [-0.1879, -4.4124, -1.6262], [-1.2263, -5.8625, -1.6278], [-2.7551, -4.8920, -3.0401], [-2.8607, -3.4744, -2.0335], [-2.0267, -3.2154, -4.4992], [-0.4612, -3.7724, -3.8675], [-2.3269, -1.1715, -2.6592], [-0.7619, -0.9258, -4.0611], [7.0938, 2.0987, 1.4942], [7.4181, 1.7684, 3.1956], [5.3747, 1.8426, 1.1559], [7.5225, 3.7681, 1.1224], [8.0547, 1.0049, 0.4884], [6.1111, -2.9549, -1.0930], [5.6483, -2.8186, -2.7911], [7.3984, -4.1393, -0.9028], [6.6735, -1.3819, -0.5133], [4.7065, -3.4683, -0.1389], [7.2475, 3.0657, 7.4416], [7.5450, 2.7529, 9.1513], [5.5298, 2.8359, 7.0875], [7.7111, 4.7225, 7.0503], [8.2002, 1.9423, 6.4627], [-1.0042, 3.7443, -3.8260], [-2.5534, 3.1908, -3.1657], [0.2041, 2.4580, -3.6453], [-1.2328, 4.0796, -5.5379], [-0.4624, 5.1618, -2.9329], [3.3899, -0.8295, -5.5127], [1.7504, -0.9174, -6.1687], [3.3584, -0.6847, -3.7498], [4.2732, -2.2942, -5.9558], [4.2043, 0.5824, -6.1865], [-3.5361, 5.8761, 1.0270], [-2.7633, 5.5958, -0.5430], [-2.8621, 7.3035, 1.8095], [-5.2743, 6.0906, 0.7809], [-3.2693, 4.4310, 1.9985], [-2.2758, 9.8946, 5.0910], [-1.4673, 9.6763, 3.5321], [-1.6281, 11.3262, 5.8918], [-4.0097, 10.0946, 4.8254], [-1.9933, 8.4716, 6.0988], [-2.7149, -0.6691, -6.3129], [-2.6287, -1.2444, -4.6257], [-4.3529, -0.8945, -6.9138], [-2.2705, 1.0338, -6.3518], [-1.5859, -1.5930, -7.3049], [8.6635, -4.8888, 3.1935], [8.4258, -4.6524, 4.9272], [9.8909, -3.7627, 2.6058], [9.1870, -6.5464, 2.8879], [7.1447, -4.5870, 2.3388]]
}